(1)
115
Properties=species:S:1:pos:R:3:forces:R:3:mulliken_charge:R:1 method="wB97M-V/def2-TZVPD" molar_mass_g_mol=791.24 relative_energy_kcal_mol=19.6 orbital_gap_ev=8.798 e_lumo_ha=-0.0831 total_charge=+1 spin_multiplicity=1
C 1.162 -6.030 -0.885 -0.12 0.24 -0.14 -1.14
C -0.141 -5.602 -0.198 0.20 -0.21 0.61 -0.75
C 0.073 -4.607 0.971 -0.41 -0.24 -0.81 -0.78
C 0.006 -3.199 0.404 0.41 -0.20 -0.14 -0.32
N 0.393 -2.144 1.365 -0.46 -0.53 0.15 0.84
B 0.341 -2.491 2.854 -0.18 0.39 0.07 1.26
O 1.396 -3.027 3.509 -0.52 -0.19 -0.17 -0.78
O -0.857 -2.259 3.420 0.27 -0.27 0.02 -0.64
C -1.024 -2.569 4.817 -0.40 0.22 0.51 -0.44
C -0.442 -1.486 5.705 -0.08 -0.10 0.11 -0.93
C 0.768 -0.975 0.942 0.33 0.90 0.08 -1.86
N 0.740 -0.507 -0.318 0.10 -0.12 -0.14 1.18
C -0.345 -0.654 -1.267 -0.70 -1.20 -0.15 -0.48
C -1.730 -0.561 -0.615 0.39 0.70 -0.14 -0.36
C -2.840 -0.907 -1.590 -0.64 0.06 0.22 -1.15
C -2.949 0.080 -2.754 0.58 0.56 0.12 -1.00
N -2.842 1.486 -2.316 -0.11 -0.32 0.27 -0.44
C 2.038 0.175 -0.609 -0.23 -0.10 0.60 1.71
C 1.823 1.453 -1.408 -0.40 0.00 -0.26 -1.13
C 1.685 1.368 -2.937 -0.15 0.77 0.03 -1.22
N 2.824 2.056 -3.559 -0.21 -0.18 -0.01 -0.60
C 2.821 -0.969 -1.318 -0.15 0.59 -0.68 -2.64
C 4.185 -0.699 -1.982 0.18 -0.79 0.16 -0.62
C 5.268 -1.719 -1.542 0.21 0.84 -0.13 -1.31
I 4.048 -0.963 -4.138 0.07 0.07 0.00 0.04
C 2.487 0.461 0.898 0.82 -0.33 0.56 0.33
B 3.795 -0.377 1.366 0.03 -0.20 0.00 1.38
O 3.703 -1.365 2.337 -0.47 0.11 -0.36 -0.35
O 5.004 -0.097 0.820 -0.32 0.21 -0.17 -0.95
C 2.855 1.903 1.284 0.15 0.32 -0.17 0.49
F 3.958 2.298 0.523 0.09 0.01 -0.08 -0.45
C 3.223 2.086 2.757 -0.61 0.97 -0.05 -0.56
C 2.864 3.526 3.194 0.34 -0.63 -0.10 -1.34
N 1.365 -0.009 1.802 -0.26 -0.28 -1.04 0.21
B 0.242 0.951 2.077 -0.20 -0.02 0.93 0.14
N -0.658 0.661 3.187 0.23 0.43 -0.71 -0.47
O 0.096 2.091 1.335 0.18 -0.36 -0.04 -0.39
H 2.033 -5.843 -0.258 0.03 0.00 0.12 0.27
H 1.156 -7.094 -1.104 -0.02 -0.04 -0.15 0.36
H 1.318 -5.489 -1.816 0.08 -0.04 -0.10 0.30
H -0.848 -5.184 -0.914 -0.06 0.02 -0.09 0.36
H -0.626 -6.480 0.224 -0.03 -0.07 -0.04 0.48
H -0.720 -4.782 1.697 0.13 0.19 0.29 0.36
H 1.048 -4.832 1.395 0.02 0.09 0.32 0.36
H -0.990 -3.037 -0.001 -0.13 0.16 0.10 0.19
H 0.710 -3.147 -0.429 0.02 0.15 -0.05 0.21
H 2.068 -3.362 2.914 0.51 0.24 -0.01 0.28
H -0.622 -3.550 5.060 0.26 -0.06 -0.25 0.34
H -2.097 -2.616 4.987 -0.07 -0.09 -0.13 0.39
H -1.107 -0.627 5.726 0.13 0.17 -0.07 0.26
H 0.547 -1.178 5.376 0.04 0.03 -0.07 0.17
H -0.353 -1.853 6.726 -0.03 -0.09 0.04 0.41
H -0.308 0.120 -2.026 0.45 0.23 0.11 0.45
H -0.286 -1.603 -1.814 0.13 0.00 -0.05 -0.08
H -1.875 0.490 -0.350 -0.05 0.00 0.17 0.42
H -1.797 -1.122 0.316 -0.02 -0.26 -0.05 0.51
H -3.777 -0.882 -1.030 -0.07 -0.01 -0.01 0.35
H -2.759 -1.914 -2.003 0.13 -0.10 0.05 0.31
H -3.897 -0.042 -3.268 0.01 -0.34 -0.09 0.54
H -2.125 -0.129 -3.443 -0.19 -0.14 -0.32 0.21
H -1.942 1.876 -2.544 0.05 0.14 -0.08 0.13
H -3.546 2.058 -2.751 -0.05 0.10 -0.06 0.28
H 2.619 2.165 -1.211 0.18 -0.12 0.06 0.88
H 0.913 1.897 -1.004 0.01 0.11 0.14 0.42
H 0.752 1.879 -3.209 -0.16 -0.15 -0.01 0.44
H 1.590 0.356 -3.320 0.24 -0.10 -0.02 0.60
H 2.812 1.912 -4.561 0.09 -0.08 -0.06 0.24
H 2.697 3.052 -3.423 0.13 0.07 0.06 0.24
H 2.143 -1.288 -2.109 -0.06 -0.18 0.07 1.13
H 2.878 -1.826 -0.642 0.17 0.02 0.19 0.39
H 4.523 0.318 -1.825 -0.06 0.14 -0.10 0.63
H 6.217 -1.191 -1.447 0.07 -0.05 -0.01 0.34
H 5.035 -2.143 -0.572 -0.08 -0.26 -0.01 0.27
H 5.423 -2.490 -2.285 -0.14 -0.31 0.13 0.51
H 4.160 -1.121 3.141 0.28 -0.21 0.34 0.21
H 5.645 -0.776 1.044 0.30 0.00 0.17 0.35
H 2.071 2.607 1.026 -0.04 -0.11 -0.07 -0.42
H 2.654 1.403 3.384 0.27 -0.34 0.08 0.15
H 4.297 1.964 2.873 0.07 -0.44 -0.02 0.54
H 1.816 3.580 3.479 -0.08 0.22 -0.07 0.26
H 3.059 4.202 2.365 -0.05 0.25 0.06 0.25
H 3.479 3.819 4.040 -0.07 0.14 0.10 0.51
H -0.998 1.513 3.614 -0.33 -0.02 -0.06 0.18
H -1.431 0.040 2.987 0.12 -0.33 0.39 0.19
H -0.800 2.412 1.451 -0.18 0.43 0.09 0.30
C 0.495 5.718 0.084 0.09 0.00 0.03 -0.86
C -0.172 6.234 1.350 -0.01 0.02 -0.10 -0.42
O 0.722 6.463 2.420 -0.02 -0.17 0.13 -0.41
C 1.741 7.422 2.193 0.10 0.11 -0.05 -0.21
C 1.223 8.815 1.882 -0.12 -0.05 -0.03 -1.25
H 1.055 4.804 0.295 -0.01 -0.01 0.00 0.04
H -0.260 5.499 -0.672 -0.02 -0.01 0.00 0.41
H 1.188 6.445 -0.340 -0.04 0.02 -0.03 0.41
H -0.873 5.484 1.720 -0.01 0.01 0.06 0.26
H -0.758 7.134 1.136 0.02 0.00 -0.04 0.35
H 2.422 7.080 1.405 -0.03 0.01 -0.03 0.28
H 2.319 7.447 3.117 -0.03 -0.05 0.03 0.39
H 0.661 8.845 0.947 0.05 0.01 -0.03 0.28
H 2.057 9.510 1.787 0.02 0.00 0.02 0.42
H 0.566 9.165 2.678 0.02 0.01 0.02 0.30
C -7.804 -2.259 -4.664 0.00 0.01 0.13 -1.13
C -6.296 -2.430 -4.631 -0.07 -0.02 -0.12 -0.35
O -5.706 -2.124 -3.376 0.15 0.11 0.06 -0.24
C -6.146 -2.905 -2.278 -0.04 -0.10 0.08 -0.27
C -5.880 -4.393 -2.433 0.02 0.01 -0.11 -1.15
H -8.081 -1.245 -4.373 0.00 0.01 -0.02 0.31
H -8.176 -2.445 -5.671 0.01 0.01 -0.02 0.40
H -8.311 -2.952 -3.991 -0.01 -0.04 -0.05 0.27
H -5.836 -1.739 -5.337 0.05 0.02 0.03 0.32
H -6.015 -3.440 -4.948 -0.02 -0.02 0.03 0.32
H -7.206 -2.723 -2.075 -0.01 -0.02 -0.04 0.35
H -5.593 -2.529 -1.416 0.01 0.07 -0.03 0.24
H -6.434 -4.824 -3.267 -0.05 -0.01 0.03 0.29
H -6.181 -4.922 -1.529 0.01 0.01 0.02 0.41
H -4.818 -4.576 -2.610 0.01 0.00 0.02 0.30



(2)
109
Properties=species:S:1:pos:R:3:forces:R:3:mulliken_charge:R:1 method="wB97M-V/def2-TZVPD" molar_mass_g_mol=746.71 orbital_gap_ev=9.441 e_lumo_ha=0.0153 spin_multiplicity=1 smiles="CB(O)C(=O)O[C@](S)(CCCS)CCCI.CCOCC.CCOCC.CCOCC.CCOCC.CCOCC"
C 1.339 -8.725 1.190 -0.06 0.14 0.37 -0.96
B 2.180 -7.485 1.603 -0.09 0.37 0.51 0.13
O 1.795 -6.214 1.266 0.16 -0.75 -0.54 -0.33
C 3.551 -7.648 2.432 1.65 -1.17 -1.37 0.40
O 4.464 -8.299 1.927 -1.45 1.08 1.15 -0.54
O 3.709 -6.938 3.607 -0.40 -0.33 -0.54 0.11
C 3.852 -7.610 4.849 1.15 0.10 0.41 0.72
S 5.354 -8.689 4.954 -0.09 -0.22 -0.13 -0.18
C 2.702 -8.558 5.166 -0.51 0.15 0.24 -1.79
C 1.304 -8.034 4.797 0.10 -0.38 -0.28 -0.19
C 0.318 -8.191 5.945 0.26 0.14 -0.02 -1.03
S -1.194 -7.269 5.575 -0.23 0.16 -0.25 -0.25
C 4.047 -6.501 5.895 -0.65 -0.68 0.02 -1.06
C 2.901 -5.519 6.076 0.51 0.79 -0.20 -0.22
C 2.628 -4.497 4.962 -0.40 -0.28 0.50 -1.10
I 4.346 -3.649 4.032 -0.10 0.03 -0.08 -0.05
H 1.390 -9.534 1.912 0.05 -0.16 0.10 0.35
H 1.745 -9.123 0.262 0.02 0.00 -0.22 0.35
H 0.299 -8.452 1.042 -0.17 0.00 -0.19 0.32
H 2.575 -5.663 1.170 0.01 0.66 0.40 0.25
H 6.252 -7.820 4.475 -0.08 0.16 0.01 0.15
H 2.733 -8.723 6.241 0.11 -0.05 0.18 0.64
H 2.868 -9.538 4.729 0.11 -0.08 -0.27 0.53
H 1.347 -7.009 4.447 -0.01 0.24 0.12 -0.04
H 0.936 -8.607 3.949 -0.14 -0.02 -0.15 0.40
H 0.778 -7.815 6.852 -0.09 0.13 0.22 0.46
H 0.106 -9.245 6.086 -0.13 -0.16 0.13 0.46
H -1.588 -6.953 6.813 0.10 -0.14 0.11 0.13
H 4.989 -6.002 5.708 0.10 0.25 -0.16 0.54
H 4.173 -7.035 6.834 0.09 -0.01 0.20 0.42
H 3.122 -4.941 6.971 0.10 0.01 0.19 0.44
H 1.962 -6.023 6.279 -0.17 -0.16 0.03 0.00
H 2.112 -3.654 5.403 -0.04 0.21 -0.01 0.71
H 1.956 -4.906 4.217 0.27 -0.03 -0.49 0.26
C 1.548 -2.892 0.746 0.04 0.00 -0.12 -0.78
C 1.278 -1.518 1.333 -0.09 -0.05 0.02 -0.50
O 2.311 -0.579 1.109 0.07 0.07 0.13 -0.44
C 2.613 -0.298 -0.245 0.01 -0.02 -0.15 -0.63
C 1.446 0.264 -1.039 -0.06 -0.01 0.09 -0.78
H 2.485 -3.293 1.137 0.04 0.03 0.06 0.05
H 0.741 -3.579 1.003 0.00 0.00 0.03 0.45
H 1.625 -2.865 -0.342 -0.06 -0.01 0.00 0.34
H 1.193 -1.598 2.417 0.05 0.04 0.02 0.34
H 0.320 -1.128 0.971 0.01 -0.03 -0.04 0.30
H 3.020 -1.189 -0.739 -0.03 -0.01 -0.01 0.32
H 3.418 0.436 -0.213 0.01 0.00 0.07 0.37
H 0.621 -0.446 -1.113 0.02 -0.03 -0.06 0.12
H 1.762 0.509 -2.053 0.00 0.02 -0.01 0.49
H 1.063 1.170 -0.567 0.00 0.02 -0.02 0.31
C -2.575 2.855 -4.718 -0.06 -0.08 0.06 -1.02
C -1.168 2.343 -4.454 -0.08 0.05 -0.13 -0.30
O -1.057 1.556 -3.284 0.19 0.09 0.20 -0.32
C -1.845 0.381 -3.246 -0.12 -0.11 -0.05 0.21
C -1.538 -0.608 -4.357 0.06 0.07 -0.07 -1.21
H -2.936 3.432 -3.866 0.01 0.02 0.00 0.26
H -2.581 3.495 -5.601 0.02 0.02 0.00 0.44
H -3.280 2.042 -4.893 0.02 0.00 -0.07 0.19
H -0.501 3.192 -4.303 0.06 -0.05 0.09 0.27
H -0.787 1.793 -5.322 -0.05 -0.01 -0.02 0.29
H -2.910 0.638 -3.242 -0.01 -0.04 -0.06 -0.24
H -1.631 -0.085 -2.283 0.04 0.09 0.05 0.37
H -1.755 -0.197 -5.344 -0.06 -0.02 0.00 0.29
H -2.143 -1.507 -4.233 -0.01 -0.01 0.02 0.43
H -0.484 -0.890 -4.336 0.00 -0.01 0.02 0.31
C -8.709 -0.770 -2.477 0.01 0.10 -0.06 -1.02
C -7.245 -1.164 -2.571 -0.06 -0.05 0.11 -0.33
O -6.517 -0.451 -3.553 0.10 -0.07 -0.13 -0.44
C -6.460 0.954 -3.390 -0.03 0.13 0.04 -0.34
C -5.818 1.401 -2.088 0.00 -0.09 0.05 -1.04
H -9.200 -0.893 -3.443 -0.01 -0.03 0.00 0.29
H -9.218 -1.396 -1.744 0.01 -0.03 0.00 0.39
H -8.835 0.269 -2.169 0.00 -0.02 0.06 0.26
H -7.169 -2.211 -2.863 0.04 0.00 -0.05 0.34
H -6.759 -1.075 -1.593 -0.02 0.04 0.01 0.29
H -7.458 1.394 -3.498 -0.01 0.00 0.04 0.36
H -5.868 1.317 -4.230 0.00 -0.05 -0.04 0.28
H -6.387 1.078 -1.215 -0.04 0.05 -0.01 0.36
H -5.753 2.489 -2.055 0.02 0.01 -0.03 0.38
H -4.813 0.988 -2.001 0.02 0.03 0.02 0.24
C 0.338 4.560 -0.655 0.05 -0.02 0.10 -0.96
C 0.746 5.471 -1.798 -0.05 -0.18 -0.03 -0.31
O 1.561 6.559 -1.401 -0.06 0.15 -0.07 -0.34
C 2.798 6.224 -0.798 0.08 -0.08 0.06 -0.31
C 3.717 5.402 -1.685 -0.07 -0.03 -0.08 -1.07
H -0.182 5.127 0.118 -0.03 0.01 -0.01 0.29
H -0.323 3.771 -1.016 -0.01 0.01 -0.04 0.34
H 1.199 4.080 -0.188 0.00 -0.05 -0.05 0.23
H -0.147 5.916 -2.241 0.04 0.11 0.00 0.33
H 1.237 4.899 -2.594 0.01 -0.05 0.04 0.24
H 2.632 5.716 0.159 0.00 -0.04 -0.02 0.31
H 3.274 7.177 -0.567 -0.05 0.04 -0.01 0.34
H 3.291 4.428 -1.926 0.02 -0.02 0.05 0.18
H 4.668 5.231 -1.179 0.01 0.02 0.01 0.40
H 3.910 5.925 -2.622 0.01 0.01 0.00 0.31
C 0.867 9.729 -0.735 0.03 0.23 0.07 -0.42
C -0.327 9.489 -1.639 0.10 -0.10 -0.04 -0.22
O -1.307 10.513 -1.598 -0.16 -0.05 0.03 -0.45
C -0.873 11.802 -1.981 0.07 0.09 -0.01 -0.32
C -0.342 11.883 -3.402 0.01 -0.09 -0.02 -1.01
H 0.543 9.865 0.299 -0.01 -0.02 0.00 0.28
H 1.536 8.875 -0.784 -0.03 -0.06 -0.01 -0.17
H 1.431 10.618 -1.024 0.00 -0.02 -0.05 0.31
H -0.843 8.583 -1.319 -0.05 0.02 0.01 0.20
H 0.003 9.314 -2.669 0.04 0.02 0.01 0.27
H -0.128 12.182 -1.271 0.04 -0.01 -0.03 0.29
H -1.751 12.441 -1.885 -0.04 -0.04 0.03 0.35
H 0.552 11.273 -3.541 0.03 0.04 0.02 0.26
H -0.081 12.913 -3.646 -0.02 0.02 0.01 0.39
H -1.095 11.538 -4.111 -0.01 0.01 0.00 0.28